1.
C4H5Cl3O | ωB97M-V/def2-TZVPD

Each line ends with the natural charge from an NBO analysis.
Geometry (Å):
C 0.653 0.574 -0.625  0.5028
C 1.279 1.107 0.643  -0.7121
C -0.814 0.520 -0.670  -0.3155
C -0.761 -1.655 0.054  -0.2832
O 1.312 -0.030 -1.461  -0.5635
Cl -1.868 1.293 0.401  0.0696
Cl -2.187 -2.126 -0.728  0.0411
Cl -0.826 -1.617 1.791  0.0560
H 1.010 2.069 0.845  0.2258
H 2.291 1.091 0.619  0.2304
H 0.973 0.596 1.488  0.2356
H -1.123 0.324 -1.792  0.2572
H 0.061 -2.145 -0.565  0.2558

As for the energy above the lowest of the compared OMol25 structures with the same formula, charge and spin: 289.0 kJ/mol. The value obtained for the energy is -43840.852 eV. The calculation puts the HOMO-LUMO gap (alpha / beta) at 8.274 / 8.275 eV. The molecular weight comes out at 175.44 u. For the HOMO energy (alpha / beta), the calculation gives -0.3300 / -0.3300 Ha.


2.
C4H5ClF2 | ωB97M-V/def2-TZVPD

Each line ends with the natural charge from an NBO analysis.
Geometry (Å):
F -0.091 1.753 -1.286  -0.3715
C 0.866 0.664 -1.128  -0.0270
C 0.158 -0.668 -0.862  -0.2114
C -0.691 -0.788 0.182  -0.2291
C -0.416 -0.097 1.443  0.1528
F 0.729 0.757 1.127  -0.3858
Cl -1.791 0.948 1.973  -0.0355
H 1.268 0.390 -2.242  0.1728
H 1.767 0.671 -0.241  0.2481
H -0.221 -1.316 -1.762  0.2214
H -1.514 -1.593 0.389  0.2336
H -0.063 -0.721 2.409  0.2316

As for the energy above the lowest of the compared OMol25 structures with the same formula, charge and spin: 295.3 kJ/mol. The value obtained for the energy is -22182.886 eV. The calculation puts the HOMO-LUMO gap at 10.724 eV. As for the SMILES: FC/C=C\[C@@H](F)Cl. The molecular weight comes out at 126.53 u. For the HOMO energy, the calculation gives -0.3843 Ha.


3.
C4H5ClN2 | ωB97M-V/def2-TZVPD

Each line ends with the natural charge from an NBO analysis.
Geometry (Å):
C -0.697 -1.176 -0.206  -0.6518
C 0.543 -0.330 0.070  0.1410
C 0.709 0.956 0.612  -0.3333
C 2.059 1.220 0.559  -0.0410
N 2.621 0.170 -0.121  -0.1881
Cl 4.237 -0.276 -0.206  0.2011
N 1.731 -0.794 -0.366  -0.2791
H -0.226 -2.196 -0.049  0.2422
H -1.575 -0.855 0.466  0.2258
H -1.006 -1.249 -1.251  0.2315
H 0.090 1.646 1.149  0.2338
H 2.688 2.000 0.782  0.2181

As for the energy above the lowest of the compared OMol25 structures with the same formula, charge and spin: 228.7 kJ/mol. The value obtained for the energy is -19729.575 eV. The calculation puts the HOMO-LUMO gap at 10.033 eV. As for the SMILES: Cc1ccn(Cl)n1. The molecular weight comes out at 116.55 u. For the HOMO energy, the calculation gives -0.3411 Ha.


4.
C4H5ClN2O2S | ωB97M-V/def2-TZVPD

Each line ends with the natural charge from an NBO analysis.
Geometry (Å):
C 0.457 -1.641 1.118  0.1781
C -0.038 0.015 -0.119  0.0948
C 0.435 0.565 1.046  0.0367
C -0.319 0.681 -1.463  -0.6261
N -0.005 -1.346 -0.038  -0.4563
N 0.757 -0.530 1.772  -0.5141
O 1.202 -1.792 4.561  -0.8435
O -0.929 -0.721 5.003  -0.7970
S 0.440 -0.862 5.393  1.6453
Cl 0.727 2.145 1.731  0.0127
H 0.594 -2.594 1.413  0.1969
H 0.480 0.286 -2.052  0.2264
H -1.338 0.382 -1.858  0.2254
H -0.233 1.715 -1.291  0.2131
H 1.282 -0.597 2.560  0.4074

As for the energy above the lowest of the compared OMol25 structures with the same formula, charge and spin: 0.0 kJ/mol. The value obtained for the energy is -34660.925 eV. The calculation puts the HOMO-LUMO gap at 6.780 eV. The molecular weight comes out at 180.62 u. For the HOMO energy, the calculation gives -0.3161 Ha.


5.
C4H5ClN2S | ωB97M-V/def2-TZVPD

Each line ends with the natural charge from an NBO analysis.
Geometry (Å):
S 1.572 -2.077 0.776  -0.0050
C 0.354 -0.990 -0.195  -0.0157
Cl -0.362 -1.721 -1.647  0.0004
C -0.731 -0.540 0.894  -0.3227
N -1.463 0.624 0.447  -0.3309
C -0.889 1.461 -0.340  0.0171
C 0.465 1.310 -0.880  0.0454
N 1.190 0.267 -0.770  -0.3805
H 2.230 -0.956 0.903  0.1391
H -1.432 -1.328 0.962  0.2257
H -0.105 -0.440 1.805  0.2375
H -1.545 2.203 -0.554  0.1972
H 0.716 2.186 -1.401  0.1924

As for the energy above the lowest of the compared OMol25 structures with the same formula, charge and spin: 216.9 kJ/mol. The value obtained for the energy is -30564.649 eV. The calculation puts the HOMO-LUMO gap at 8.747 eV. As for the SMILES: S[C@@]1(Cl)CN=CC=N1. The molecular weight comes out at 148.62 u. For the HOMO energy, the calculation gives -0.3413 Ha.


6.
C4H5ClN4 | ωB97M-V/def2-TZVPD

Each line ends with the natural charge from an NBO analysis.
Geometry (Å):
N 1.323 -0.280 2.292  -0.6920
N 0.011 -0.536 1.851  -0.3719
C -0.187 -0.198 0.652  0.3603
C 0.830 0.210 -0.353  -0.2317
C 0.455 0.455 -1.614  -0.2168
C -0.953 0.280 -1.969  0.1514
Cl -1.551 0.619 -3.627  -0.0260
N -1.823 -0.008 -1.109  -0.2104
N -1.523 -0.120 0.165  -0.3630
H 1.294 0.365 3.042  0.3531
H 1.548 -1.188 2.714  0.3525
H 1.851 0.173 -0.146  0.2476
H 1.020 0.738 -2.525  0.2399
H -2.296 -0.509 0.627  0.4070

As for the energy above the lowest of the compared OMol25 structures with the same formula, charge and spin: 136.0 kJ/mol. The value obtained for the energy is -22709.410 eV. The calculation puts the HOMO-LUMO gap at 8.741 eV. As for the SMILES: N/N=c1\ccc(Cl)n[nH]1. The molecular weight comes out at 144.56 u. For the HOMO energy, the calculation gives -0.3133 Ha.


7.
C4H5ClO | ωB97M-V/def2-TZVPD

Each line ends with the natural charge from an NBO analysis.
Geometry (Å):
C 1.891 -0.693 -0.983  -0.4556
C 0.801 -0.998 -0.238  0.1182
O 0.186 -0.083 0.566  -0.4947
C -0.981 0.400 0.121  0.1069
C -1.746 1.152 0.937  -0.2915
Cl -1.171 1.736 2.486  -0.0185
H 2.466 -1.553 -1.440  0.2231
H 2.205 0.348 -0.961  0.2163
H 0.337 -2.009 -0.281  0.1774
H -1.280 0.145 -0.872  0.1963
H -2.708 1.555 0.665  0.2222

As for the energy above the lowest of the compared OMol25 structures with the same formula, charge and spin: 127.9 kJ/mol. The value obtained for the energy is -18796.874 eV. The calculation puts the HOMO-LUMO gap at 9.907 eV. As for the SMILES: C=CO/C=C\Cl. The molecular weight comes out at 104.54 u. For the HOMO energy, the calculation gives -0.3274 Ha.


8.
C4H5ClO | ωB97M-V/def2-TZVPD

Each line ends with the natural charge from an NBO analysis.
Geometry (Å):
C -0.779 0.977 0.184  -0.7316
C -1.692 -0.197 0.178  0.5685
O -1.420 -1.326 0.412  -0.5008
Cl -3.351 0.225 -0.274  -0.0898
H -1.317 1.912 0.276  0.2402
H -0.223 0.969 -0.755  0.2618
H -0.057 0.856 0.988  0.2526
C 2.538 -0.359 -0.311  -0.2554
C 1.877 -1.346 -0.198  -0.2178
H 3.145 0.488 -0.440  0.2303
H 1.279 -2.200 -0.059  0.2421

As for the energy above the lowest of the compared OMol25 structures with the same formula, charge and spin: 125.4 kJ/mol. The value obtained for the energy is -18796.899 eV. The calculation puts the HOMO-LUMO gap at 11.540 eV. As for the SMILES: CC(=O)Cl.C#C. The molecular weight comes out at 104.54 u. For the HOMO energy, the calculation gives -0.3934 Ha.


9.
C4H5ClO | ωB97M-V/def2-TZVPD

Each line ends with the natural charge from an NBO analysis.
Geometry (Å):
C -0.532 -1.988 1.018  -0.2164
C 0.093 -1.341 0.228  -0.0561
C 0.794 -0.280 -0.488  -0.0798
C 0.288 0.270 -1.609  -0.3215
Cl 2.255 0.277 0.354  0.0024
H -1.174 -2.795 1.342  0.2445
H 0.738 1.180 -1.886  0.2119
H -0.550 -0.004 -2.113  0.2122
O -0.609 1.835 0.708  -0.9195
H -0.060 1.657 1.459  0.4619
H -1.245 1.190 0.986  0.4604

As for the energy above the lowest of the compared OMol25 structures with the same formula, charge and spin: 241.1 kJ/mol. The value obtained for the energy is -18795.701 eV. The calculation puts the HOMO-LUMO gap at 9.820 eV. As for the SMILES: C#CC(=C)Cl.O. The molecular weight comes out at 104.54 u. For the HOMO energy, the calculation gives -0.3453 Ha.


10.
C4H5ClS | ωB97M-V/def2-TZVPD

Each line ends with the natural charge from an NBO analysis.
Geometry (Å):
C -0.636 1.133 0.002  -0.6507
C 0.114 -0.150 0.053  -0.1464
C 1.564 -0.139 -0.050  -0.2771
S 2.594 -1.382 -0.011  0.0593
C -0.616 -1.292 0.046  -0.0827
Cl -2.357 -1.414 -0.028  -0.0051
H -1.681 1.153 -0.362  0.2443
H -0.555 1.578 0.979  0.2281
H -0.149 1.949 -0.597  0.2219
H 2.027 0.805 -0.112  0.1992
H -0.305 -2.241 0.080  0.2091

As for the energy above the lowest of the compared OMol25 structures with the same formula, charge and spin: 114.3 kJ/mol. The value obtained for the energy is -27585.167 eV. The calculation puts the HOMO-LUMO gap at 7.914 eV. As for the SMILES: C/C(C=S)=C\Cl. The molecular weight comes out at 120.60 u. For the HOMO energy, the calculation gives -0.3281 Ha.